9
Properties=species:S:1:pos:R:3:mulliken_charge:R:1 method="wB97M-V/def2-TZVPD" homo_lumo_gap_ha=0.27471 energy_ha=-608.14890 spin_multiplicity=1 relative_energy_ev=2.926 charge=0 max_force_ev_per_a=6.188
C -1.02464 0.88089 -0.54948 0.625
C 0.46221 -0.91892 0.74292 0.189
O -1.31110 0.19001 0.45816 -0.537
O 0.24807 0.59672 -1.01476 -0.300
C 1.11222 -0.08414 -0.13905 -0.446
H 0.70108 -0.97935 1.80599 0.285
F -0.00925 -2.12622 0.26829 -0.225
H 1.87517 0.57258 0.28755 0.251
Al -2.05378 1.86842 -1.85963 0.159